{"formula": "C36H43CrGeNO2SSi", "method": "ωB97M-V/def2-TZVPD", "s_squared": 2.4072, "spin_multiplicity": 3, "fmax_ev_per_a": 1.973, "orbital_gap_ev": [6.468, 7.213], "energy_ev": -147263.7498, "e_homo_ev": [-6.69, -7.25], "elements": ["Cr", "C", "Si", "C", "C", "H", "H", "H", "H", "H", "H", "H", "H", "H", "C", "C", "C", "C", "C", "C", "C", "C", "N", "H", "H", "H", "H", "H", "H", "H", "H", "H", "C", "S", "O", "C", "C", "C", "C", "C", "C", "H", "H", "H", "H", "H", "H", "H", "H", "C", "C", "C", "C", "C", "C", "Ge", "C", "C", "C", "C", "C", "C", "C", "C", "C", "C", "C", "C", "H", "H", "H", "H", "H", "H", "H", "H", "H", "H", "H", "H", "H", "H", "H", "O", "H", "H"], "positions_angstrom": [[0.36782, 0.35077, 0.31982], [-0.89833, 1.13471, 3.57984], [0.35077, -0.03156, 2.70875], [-0.25382, -1.81620, 3.14044], [1.94342, 0.08751, 3.75816], [-0.59880, 1.31783, 4.61464], [-1.89792, 0.69607, 3.59698], [-0.97652, 2.10220, 3.07912], [-0.45039, -1.89691, 4.21276], [0.50831, -2.56228, 2.89411], [-1.17438, -2.08998, 2.61833], [1.68190, 0.19202, 4.81437], [2.56374, 0.94032, 3.47694], [2.55030, -0.81377, 3.65348], [2.36514, 0.94152, -2.95110], [3.48610, 0.78647, -1.96748], [4.78914, 1.01221, -2.37614], [5.85936, 0.82683, -1.51542], [5.62876, 0.35183, -0.23453], [4.34318, 0.11633, 0.22034], [4.11340, -0.44570, 1.59474], [3.23510, 0.39990, -0.62070], [1.97122, 0.31870, -0.12623], [2.65309, 0.54011, -3.92410], [2.11207, 1.99264, -3.09171], [1.46906, 0.42743, -2.60877], [4.97584, 1.33778, -3.39380], [6.86684, 1.02784, -1.85664], [6.46635, 0.15327, 0.42478], [4.85877, -1.20607, 1.83188], [3.11920, -0.88342, 1.65591], [4.17703, 0.33750, 2.35268], [-3.47371, -0.96881, -1.15983], [-2.51943, -1.11528, 0.37868], [-1.49063, 0.00721, 0.15432], [-3.67304, -0.38505, 1.50377], [-4.25996, -1.17203, 2.48752], [-5.11070, -0.58080, 3.40539], [-5.36517, 0.78400, 3.34248], [-4.76429, 1.56358, 2.36048], [-3.92079, 0.98061, 1.43461], [-3.80404, 0.06206, -1.26351], [-4.32069, -1.65097, -1.09438], [-2.81834, -1.25285, -1.97985], [-4.04530, -2.23346, 2.52919], [-5.56995, -1.18294, 4.17787], [-6.02229, 1.24701, 4.06641], [-4.93810, 2.63146, 2.32613], [-3.42281, 1.58862, 0.68934], [4.25392, 4.49747, 1.18380], [3.41782, 3.88175, 2.10544], [2.17296, 3.42073, 1.70625], [1.71888, 3.58075, 0.39468], [2.58152, 4.18241, -0.51790], [3.83526, 4.63868, -0.13038], [-0.01880, 2.74014, -0.08138], [-0.47880, 3.36638, -1.92134], [-1.07709, 2.52605, -2.85760], [-1.44789, 2.98766, -4.11347], [-1.21782, 4.31223, -4.45640], [-0.64257, 5.17131, -3.52965], [-0.29008, 4.70339, -2.27203], [-1.40546, 3.84222, 0.85032], [-1.14655, 4.59412, 1.99451], [-2.13645, 5.36615, 2.58854], [-3.41526, 5.39454, 2.05167], [-3.69254, 4.65571, 0.90882], [-2.69568, 3.89118, 0.31947], [5.23232, 4.85279, 1.48254], [3.73895, 3.75408, 3.13284], [1.53987, 2.90960, 2.42747], [2.27746, 4.28787, -1.55350], [4.48928, 5.10219, -0.85944], [-1.24430, 1.48229, -2.60382], [-1.90902, 2.31501, -4.82722], [-1.49247, 4.68206, -5.43638], [-0.46867, 6.20960, -3.78590], [0.13766, 5.37872, -1.53861], [-0.14708, 4.59131, 2.41498], [-1.90145, 5.94982, 3.47061], [-4.19027, 5.99553, 2.51122], [-4.68332, 4.68431, 0.46964], [-2.91438, 3.34123, -0.59205], [0.32646, -2.16387, -0.36676], [0.55251, -2.55743, 0.48482], [1.14076, -2.16665, -0.88292]]}

{"formula": "C23H34N2O3", "method": "ωB97M-V/def2-TZVPD", "spin_multiplicity": 1, "fmax_ev_per_a": 3.910, "smiles": "CC[C@]1(C)C[C@H](C(=O)N2CC3(C[C@H](C(=O)N4[C@@H]5CC=C[C@H]4CCC5)CO3)C2)C1", "orbital_gap_ev": 9.572, "energy_ev": -33522.0644, "e_homo_ev": -8.97, "elements": ["C", "C", "C", "C", "C", "C", "C", "O", "N", "C", "C", "C", "C", "C", "O", "N", "C", "C", "C", "C", "C", "C", "C", "C", "C", "O", "C", "C", "H", "H", "H", "H", "H", "H", "H", "H", "H", "H", "H", "H", "H", "H", "H", "H", "H", "H", "H", "H", "H", "H", "H", "H", "H", "H", "H", "H", "H", "H", "H", "H", "H", "H"], "positions_angstrom": [[0.06850, -1.39767, 0.62132], [0.01502, 0.00603, 0.03196], [-1.25031, 0.81178, 0.32511], [-0.97081, 2.28826, 0.12274], [-2.53340, 0.33916, -0.40837], [-3.34004, 0.66239, 0.86053], [-4.40381, -0.32576, 1.26604], [-4.37650, -1.49294, 0.91170], [-5.39837, 0.16883, 2.04488], [-5.97792, 1.50600, 2.22845], [-7.13457, 0.79740, 2.98013], [-8.48489, 0.80470, 2.27806], [-9.14959, 2.08386, 2.82314], [-9.06832, 3.22692, 1.82167], [-8.07141, 3.92899, 1.75884], [-10.18104, 3.47697, 1.07272], [-10.13802, 4.46303, 0.01151], [-11.40187, 5.36927, 0.11768], [-12.57512, 4.43988, 0.30487], [-12.43729, 3.12957, 0.47971], [-11.09043, 2.43947, 0.61046], [-10.50130, 1.87760, -0.73097], [-9.16365, 2.51965, -1.18841], [-9.04185, 4.05854, -1.02146], [-8.33631, 2.37385, 4.09945], [-7.43538, 1.28151, 4.26840], [-6.34141, -0.51488, 2.93058], [-2.01198, 0.54553, 1.65249], [0.95037, -1.92773, 0.25914], [0.12907, -1.37266, 1.70997], [-0.80741, -1.98988, 0.34766], [0.89024, 0.55964, 0.39110], [0.13409, -0.05114, -1.05614], [-1.85869, 2.90457, 0.28351], [-0.19995, 2.63260, 0.81589], [-0.62071, 2.47626, -0.89555], [-2.80519, 0.87186, -1.32304], [-2.50997, -0.72976, -0.60880], [-3.72581, 1.68043, 0.85013], [-5.36987, 2.16325, 2.85154], [-6.27649, 1.99949, 1.30417], [-8.38380, 0.79536, 1.19107], [-9.05295, -0.07838, 2.57310], [-10.18763, 1.90206, 3.09374], [-10.77079, 3.96540, -0.76550], [-11.52370, 5.98030, -0.77857], [-11.34657, 6.07477, 0.95852], [-13.57081, 4.86642, 0.26708], [-13.32767, 2.51741, 0.57753], [-11.19069, 1.62914, 1.33024], [-10.33749, 0.80296, -0.62219], [-11.24726, 1.96989, -1.52490], [-8.99334, 2.25587, -2.23191], [-8.34843, 2.05214, -0.63026], [-9.19240, 4.57425, -1.97181], [-8.03420, 4.32418, -0.69242], [-7.77834, 3.30867, 4.02281], [-8.96678, 2.43133, 4.98622], [-6.87315, -1.33897, 2.45302], [-5.88383, -0.82016, 3.87115], [-1.86275, -0.46734, 2.01853], [-1.85128, 1.25029, 2.47176]]}

{"formula": "C25H30N4O5SW", "method": "ωB97M-V/def2-TZVPD", "s_squared": 2.0411, "spin_multiplicity": 3, "total_charge": 2, "fmax_ev_per_a": 0.876, "orbital_gap_ev": [6.887, 7.959], "energy_ev": -55253.3275, "e_homo_ev": [-14.05, -14.44], "elements": ["W", "C", "N", "C", "C", "C", "C", "C", "C", "C", "N", "C", "C", "C", "C", "C", "C", "N", "C", "C", "H", "H", "H", "H", "H", "H", "H", "H", "H", "H", "H", "H", "H", "H", "H", "H", "H", "H", "H", "H", "O", "C", "O", "C", "C", "C", "C", "C", "C", "N", "O", "O", "H", "H", "H", "H", "C", "S", "C", "O", "H", "H", "H", "H", "H", "H"], "positions_angstrom": [[0.19636, 0.43173, 0.29123], [-2.17865, -0.43252, -1.46859], [-1.52261, -0.81549, -0.18364], [-2.54240, -0.79489, 0.89771], [-0.90561, -2.14977, -0.34389], [-1.52578, -3.34382, -0.03835], [-0.80853, -4.52238, -0.20747], [0.50646, -4.49460, -0.64321], [1.12971, -3.29086, -0.94148], [0.40308, -2.11823, -0.81749], [0.91866, -0.79410, -0.99857], [1.41630, -0.36883, -2.26389], [1.89160, -1.21515, -3.26000], [2.32927, -0.68088, -4.46109], [2.28751, 0.68761, -4.68366], [1.77740, 1.52905, -3.70812], [1.33154, 0.99764, -2.51156], [0.71753, 1.82776, -1.46552], [1.73537, 2.78930, -0.95257], [-0.42162, 2.60795, -2.01817], [-2.96604, -1.14997, -1.70153], [-1.44457, -0.44370, -2.27240], [-2.61622, 0.55963, -1.36461], [-3.37659, -1.44763, 0.64449], [-2.92447, 0.21896, 0.98170], [-2.08971, -1.11317, 1.83423], [-2.53870, -3.38407, 0.33526], [-1.27751, -5.46811, 0.02596], [1.05978, -5.41929, -0.73327], [2.17280, -3.26683, -1.22369], [1.92338, -2.28248, -3.10916], [2.70484, -1.34173, -5.23006], [2.63432, 1.09858, -5.62135], [1.71800, 2.59319, -3.89933], [2.02171, 3.49540, -1.73289], [2.62733, 2.24728, -0.64429], [1.32589, 3.34461, -0.10837], [-0.07136, 3.34371, -2.74220], [-0.92433, 3.12624, -1.20438], [-1.11743, 1.93745, -2.51429], [-0.53133, -0.14134, 3.82247], [0.36066, -0.07298, 3.01642], [0.39593, -0.75996, 1.87329], [1.47241, 0.92701, 3.14094], [2.31260, 1.22021, 2.06187], [3.24517, 2.24659, 2.15723], [3.33434, 2.94206, 3.34358], [2.54395, 2.64611, 4.44370], [1.60032, 1.64230, 4.32738], [4.32233, 4.04642, 3.43829], [4.91848, 4.33010, 2.42171], [4.43219, 4.58721, 4.51239], [2.39711, 0.58125, 1.17217], [3.91970, 2.49095, 1.34896], [2.67727, 3.20707, 5.35825], [0.94631, 1.39433, 5.15293], [-2.76120, 2.09008, 3.02995], [-1.24564, 2.76057, 2.37051], [-1.84337, 4.33763, 1.79380], [-0.98013, 1.99455, 1.03450], [-3.01616, 2.70027, 3.89836], [-2.54587, 1.07500, 3.36006], [-3.55531, 2.13537, 2.28674], [-2.13383, 4.91029, 2.67578], [-2.69208, 4.19803, 1.12686], [-1.02180, 4.84622, 1.29319]]}

{"formula": "C16H16N2O2S", "method": "ωB97M-V/def2-TZVPD", "spin_multiplicity": 1, "fmax_ev_per_a": 3.168, "smiles": "CC(=O)/C(C#N)=C1\\NC(=O)[C@H](Cc2ccc(C)c(C)c2)S1", "orbital_gap_ev": 8.740, "energy_ev": -34762.2841, "e_homo_ev": -9.13, "elements": ["C", "C", "O", "C", "C", "N", "C", "N", "C", "O", "C", "C", "C", "C", "C", "C", "C", "C", "C", "C", "S", "H", "H", "H", "H", "H", "H", "H", "H", "H", "H", "H", "H", "H", "H", "H", "H"], "positions_angstrom": [[-4.87538, 2.12457, -3.97783], [-4.33255, 1.13947, -2.94346], [-5.15795, 0.29032, -2.56200], [-2.94926, 1.14485, -2.50270], [-1.98517, 1.75386, -3.35490], [-1.31227, 2.22290, -4.16000], [-2.57881, 0.55604, -1.32894], [-3.39240, -0.12592, -0.41509], [-2.73887, -0.68883, 0.64767], [-3.37380, -1.03753, 1.63112], [-1.21908, -0.58914, 0.56241], [-0.55070, -0.08319, 1.89489], [0.91033, -0.47835, 1.93149], [1.27249, -1.74186, 2.36815], [2.61247, -2.15083, 2.25813], [3.58990, -1.32263, 1.66725], [5.01859, -1.87157, 1.65051], [3.24584, 0.00275, 1.27858], [4.23380, 0.91291, 0.58072], [1.89282, 0.36757, 1.40133], [-0.88436, 0.53549, -0.84772], [-4.54158, 3.16273, -3.76990], [-4.54876, 1.85128, -5.01029], [-5.96916, 2.10761, -3.95497], [-4.39361, -0.19325, -0.54589], [-0.81046, -1.56466, 0.32502], [-1.06427, -0.50453, 2.76119], [-0.70412, 1.00765, 1.92635], [0.55850, -2.47677, 2.77319], [2.83347, -3.14142, 2.62364], [5.59956, -1.42668, 2.45396], [5.43709, -1.64886, 0.66814], [5.02897, -2.97387, 1.76138], [3.95418, 2.00759, 0.63858], [5.21499, 0.80258, 1.04707], [4.32219, 0.64901, -0.48765], [1.65740, 1.38073, 1.01059]]}